(1)
Density functional theory data (the ωB97M-V functional and the def2-TZVPD basis) for a molecular structure, C37H33F5N3O at a distorted geometry.

Geometry as XYZ:
```
79
Properties=species:S:1:pos:R:3:forces:R:3
C 1.5353 3.9791 3.6190 0.2 0.9 -0.1
N 1.2715 2.5571 3.7374 -0.7 -1.2 -0.4
C 2.0449 1.7360 4.5341 -0.5 -0.4 -0.5
C 1.5481 0.4851 4.4191 0.0 0.3 0.1
N 0.4571 0.5454 3.5710 0.0 0.0 0.1
C -0.3783 -0.5899 3.3090 0.0 0.1 0.2
C 0.1375 -1.6703 2.6059 0.5 0.0 -0.4
F 1.4257 -1.6198 2.1889 -1.0 -0.2 0.3
C -0.6745 -2.7486 2.2660 0.2 -0.5 -0.3
F -0.1776 -3.7888 1.5630 -0.4 0.9 0.6
C -2.0244 -2.7193 2.6187 -0.5 -0.6 -0.3
F -2.8369 -3.7259 2.2338 0.8 1.0 0.4
C -2.5562 -1.6427 3.3326 -0.7 0.2 0.1
F -3.8796 -1.5900 3.6016 1.3 -0.1 -0.1
C -1.7157 -0.5995 3.7093 -0.3 0.5 0.6
F -2.1858 0.4369 4.4463 0.3 -1.0 -0.8
C 0.3003 1.8179 3.1259 1.0 0.5 1.2
C -0.7089 2.3523 2.1779 -1.9 0.9 -1.9
C -1.4881 1.4418 1.4043 1.4 0.1 0.5
C -2.2820 1.8822 0.2553 -1.4 -0.9 5.1
C -3.3273 0.8501 -0.0447 0.7 -0.4 -0.9
C -4.6737 1.1434 0.1839 0.2 0.1 -0.2
C -5.6312 0.1370 0.0476 0.3 -0.1 0.0
C -5.2319 -1.1651 -0.2834 0.0 0.2 0.2
C -3.8738 -1.4666 -0.4395 0.2 0.3 0.0
C -2.9174 -0.4522 -0.3461 -0.8 -0.2 0.0
O -0.8307 3.6090 2.0465 0.6 -1.3 0.4
H 0.7099 4.4480 3.0796 0.2 -0.1 0.2
H 1.6253 4.4003 4.6270 -0.1 -0.1 -0.2
H 2.4846 4.1472 3.0921 -0.3 -0.2 0.1
H 2.8814 2.0978 5.0977 0.1 0.1 0.0
H 1.8579 -0.4324 4.8754 0.0 -0.2 0.1
H -1.2590 0.3814 1.5164 -0.4 0.5 -0.4
H -2.7885 2.8388 0.4285 0.8 -0.1 -0.5
H -4.9478 2.1553 0.4936 0.0 -0.3 -0.2
H -6.6815 0.3765 0.2178 0.3 -0.2 -0.1
H -5.9804 -1.9509 -0.3994 0.2 0.2 0.1
H -3.5389 -2.4841 -0.6260 -0.2 0.1 -0.1
H -1.8568 -0.6689 -0.4747 -0.2 0.0 0.0
C -6.1505 7.8688 -5.4401 -0.4 -0.4 0.4
C -6.8744 6.9672 -4.6755 0.2 0.5 -0.4
C -6.2433 6.1582 -3.7014 0.9 0.0 0.1
C -6.9385 5.1290 -3.0235 0.1 -0.6 0.6
C -6.2788 4.2599 -2.1628 -0.5 0.6 -0.7
C -4.9111 4.4500 -1.9001 0.1 0.6 -0.1
C -4.2196 5.5154 -2.4520 -0.1 -0.3 0.3
C -2.7616 5.6489 -2.0679 0.1 -0.3 -0.2
C -2.0113 4.4749 -2.7002 -0.4 -0.7 0.1
C -0.5589 4.7375 -3.0538 0.5 0.2 -0.1
C 0.2371 3.4097 -3.0284 -0.9 0.0 -0.1
C 0.3875 3.0049 -1.5602 0.3 -0.6 0.1
C -0.9946 3.0775 -0.9858 -1.9 1.4 -0.1
N -2.1274 3.1968 -1.8623 0.8 0.5 -3.1
C -1.9492 2.1096 -2.9240 -0.7 0.8 0.8
C -0.6608 2.3474 -3.7114 0.7 -0.1 -0.5
C -4.8330 6.3415 -3.4466 -0.7 -0.4 0.0
C -4.1168 7.2460 -4.2676 -0.2 0.6 -0.4
C -4.7603 7.9975 -5.2451 0.5 -0.5 0.6
H -6.6483 8.4747 -6.1970 0.1 -0.2 0.2
H -7.9483 6.8462 -4.8238 0.3 0.1 0.0
H -8.0056 5.0132 -3.2247 0.3 0.0 0.1
H -6.8043 3.4327 -1.6916 0.0 0.2 -0.1
H -4.3491 3.7452 -1.2840 -0.4 0.3 0.0
H -2.3250 6.5825 -2.4325 -0.1 -0.1 0.1
H -2.6245 5.6215 -0.9732 -0.1 0.1 -0.3
H -2.5316 4.2281 -3.6413 0.1 0.1 0.4
H -0.5348 5.2067 -4.0435 0.2 -0.1 0.1
H -0.1559 5.4753 -2.3542 0.3 -0.1 0.1
H 1.1993 3.5193 -3.5296 -0.1 -0.1 0.1
H 0.7791 1.9894 -1.4119 0.3 0.2 -0.3
H 0.9905 3.7125 -0.9869 0.2 -0.2 -0.1
H -1.3396 1.9741 -0.5772 0.9 0.2 -0.4
H -1.0443 3.8107 -0.1701 -0.1 -0.5 -0.1
H -1.9738 1.1243 -2.4368 0.0 0.3 -0.1
H -2.8198 2.1832 -3.5941 0.2 -0.2 0.4
H -0.9145 2.6765 -4.7276 0.2 -0.1 0.2
H -0.1209 1.4013 -3.7947 0.1 0.1 -0.1
H -3.0366 7.3412 -4.1383 -0.4 0.1 -0.1
H -4.1846 8.6896 -5.8594 -0.1 -0.2 0.1
```
Forces are in eV/Å.

Summary:
HOMO ... -9.69 eV
Frontier orbital gap ... 5.8781 eV
Total charge ... +1

Löwdin population analysis, charges in e, atoms 1 to 4: 0.02 -0.02 0.01 0.03

(2)
Density functional theory data (the ωB97M-V functional and the def2-TZVPD basis) for 2 unconnected molecules or ions with the total composition CH7N2O at a distorted geometry.

Geometry as XYZ:
```
11
Properties=species:S:1:pos:R:3:forces:R:3
N -0.1702 0.0748 2.3101 -0.2 0.8 -0.7
H 0.6207 0.6263 2.0127 0.7 0.4 0.2
H -0.8372 0.3272 1.5741 -0.2 -0.6 -0.1
H 0.1238 -0.8947 2.2026 -0.4 -0.2 0.3
H -0.5258 0.3854 3.2072 0.2 -0.4 0.4
C 0.0671 -0.5117 -1.3806 -0.2 0.8 -0.6
N 0.0634 0.3903 -2.3802 0.7 0.4 1.5
O 0.1554 -0.2104 -0.1988 0.3 -0.2 0.2
H -0.0345 -1.5275 -1.7408 -0.3 -0.6 0.2
H -0.0761 0.1134 -3.2990 -0.2 -0.9 -1.8
H 0.6135 1.2268 -2.3075 -0.3 0.5 0.5
```
Forces are in eV/Å.

Summary:
HOMO ... -14.53 eV
Frontier orbital gap ... 10.9119 eV
Total charge ... +1

Löwdin population analysis, charges in e, atoms 1 to 4: 0.30 0.14 0.13 0.15

(3)
Density functional theory data (the ωB97M-V functional and the def2-TZVPD basis) for a molecular structure, C27H27Cl3GeN7OSSeTa at a distorted geometry.

Geometry as XYZ:
```
69
Properties=species:S:1:pos:R:3:forces:R:3
Ta 1.4300 -0.2817 -0.5401 0.0 0.2 2.8
C 3.6768 1.0840 3.1499 0.1 0.5 0.2
C 2.7632 0.9658 1.9350 1.4 1.4 0.7
N 2.3382 -0.2215 1.5046 -1.5 -0.9 0.0
N 2.3518 -1.3155 2.4368 0.4 0.3 -0.4
C 2.3408 -2.5455 1.8905 -0.2 -0.9 -0.3
N 2.5003 -3.6956 2.6504 -0.1 2.9 -0.5
S 2.0705 -2.7008 0.1917 0.0 0.0 0.7
C 2.5592 2.0944 1.0676 -0.3 0.0 -0.8
C 3.0064 3.4465 1.2849 -0.4 -0.4 0.7
C 2.5152 4.4662 0.4914 -0.3 -1.3 -0.3
C 1.7362 4.1584 -0.6448 -0.3 0.1 -0.7
C 1.5857 2.8504 -1.0163 -0.1 -1.8 1.5
N 1.8690 1.8139 -0.1168 0.9 0.8 -0.5
H 4.1336 0.1143 3.3869 -0.1 0.3 -0.1
H 4.5324 1.7697 2.9065 -0.9 -0.6 0.3
H 3.1704 1.4403 4.0835 0.3 -0.1 -0.8
H 2.4780 -1.1265 3.4528 -0.2 -0.2 -1.3
H 2.9514 -3.5321 3.5462 -0.1 -0.7 -0.2
H 2.6499 -4.5433 2.1274 0.1 -0.1 0.2
H 3.6301 3.6401 2.1756 -0.4 0.0 -0.7
H 2.6832 5.5072 0.6229 0.5 0.5 0.7
H 1.2669 4.9589 -1.2372 0.6 -0.5 0.1
H 1.1968 2.4411 -1.9506 -0.1 0.8 0.2
C -1.6068 -2.7426 -1.3066 1.0 0.6 0.8
C -1.9072 -1.6692 -0.1929 0.8 -0.4 -0.8
C -2.9315 -0.7371 -0.8322 0.5 -0.1 -0.5
C -0.6053 -0.9391 0.3419 0.5 -0.9 -1.4
C -2.5115 -2.3684 0.9932 0.8 -1.1 1.5
C -3.8326 -2.2063 1.3462 -0.6 0.8 0.3
C -4.3662 -2.8509 2.4756 -1.6 0.4 -1.0
C -3.6185 -3.6950 3.2590 -0.4 0.7 0.4
C -2.2744 -3.8125 2.9719 0.4 0.2 -0.7
C -1.7141 -3.2044 1.8525 -0.5 0.2 -0.7
H -1.4178 -2.2577 -2.2694 0.2 -0.2 0.3
H -2.4968 -3.3278 -1.4149 -0.4 -0.6 0.0
H -0.7527 -3.3955 -1.0211 -0.6 0.3 -0.3
H -2.5387 -0.3751 -1.7845 0.0 0.2 0.1
H -3.1798 0.1175 -0.2011 -0.4 -0.3 -0.1
H -3.7942 -1.3458 -1.1134 -0.1 0.3 0.2
H -0.1785 -1.5609 1.1449 -0.5 0.7 0.2
H -4.4601 -1.4587 0.8084 0.4 -1.0 0.5
H -5.4524 -2.6674 2.6314 0.9 -0.3 0.3
H -4.0403 -4.1383 4.1572 0.1 -0.1 -0.2
H -1.6734 -4.3656 3.6528 0.6 -0.5 0.2
H -0.6610 -3.4217 1.5916 -0.6 0.2 0.2
Cl 5.7458 -1.5591 -3.7186 -0.5 0.1 -0.2
Ge 3.5186 -1.1777 -3.9259 1.9 0.4 -0.4
Cl 2.8733 -3.2107 -3.7646 -0.5 -0.9 0.3
Cl 3.7443 -0.4820 -1.3985 -0.6 0.1 0.3
Se -0.9302 0.7703 1.1277 0.6 0.4 0.9
C -1.7813 2.0756 -0.0201 1.8 -1.5 -1.6
C -1.4700 2.1026 -1.4037 -0.5 1.1 0.7
C -1.8238 3.2604 -2.0867 0.0 -0.2 -0.9
C -2.3542 4.3788 -1.4192 0.6 1.1 -1.1
C -2.6248 4.3275 -0.0822 -0.8 -0.8 2.2
C -2.3793 3.1110 0.6149 -0.3 1.2 -0.6
H -0.9128 1.2938 -1.8759 -0.4 0.1 0.0
H -1.7189 3.3445 -3.1912 0.2 -0.2 0.9
H -2.3951 5.3378 -1.9906 -0.4 -1.0 0.6
H -3.0969 5.1042 0.5728 0.6 -0.3 -1.3
H -2.6168 2.9998 1.6461 -0.2 0.2 0.7
O 0.6123 -0.9747 -2.1284 0.0 1.8 -2.5
N 1.2809 -0.0677 -3.0919 -2.4 -1.1 0.3
C 0.5091 0.1472 -4.1439 2.9 0.0 -0.3
C -0.8396 -0.2104 -4.3228 -3.0 -1.5 0.3
N -1.9547 -0.5633 -4.3650 2.3 0.9 0.0
C 1.2886 0.5990 -5.3183 -0.4 1.0 0.2
N 1.9034 1.0269 -6.2033 -0.7 -0.6 0.9
```
Forces are in eV/Å.

Summary:
HOMO (spin up / spin down) ... -9.88 / -10.93 eV
Frontier orbital gap (spin up / spin down) ... 4.8633 / 5.9169 eV
Multiplicity ... 2
Total charge ... +1

Löwdin population analysis, charges in e, atoms 1 to 4: 1.37 -0.02 -0.29 -0.16